No. 1
This record from the OMol25 dataset describes 2 unconnected molecules or ions with the total composition C2H9N2. The level of theory is wB97M-V/def2-TZVPD.

Output
energy relative to the best compared isomer or geometry (same formula, charge and spin): 1.323 eV
LUMO level: -5.20 eV
HOMO: -15.15 eV
calculated total energy: -5192.63112 eV

```
! wB97M-V def2-TZVPD RIJCOSX def2/J DEFGRID3
* xyz 1 1
N -0.1839 -0.8098 2.1027
H -0.8303 -0.0458 2.2177
H -0.5199 -1.7435 2.3367
H 0.7292 -0.6904 2.5909
H -0.1633 -0.3867 0.3957
C -0.4098 1.3501 -1.0174
C 0.6781 -0.7702 -1.4234
N -0.0760 -0.0500 -0.6227
H -0.5358 2.0540 -0.1877
H 0.4635 1.6625 -1.5703
H -1.2695 1.3740 -1.6968
H 0.8916 -1.7801 -1.0487
H 1.2262 -0.1643 -2.0767
*
```

Here are the natural (NBO) charges for atoms 1 to 4, given in e: -1.10 0.39 0.41 0.41

=====

No. 2
This record from the OMol25 dataset describes C17H23F2N3OS in the gas phase. The level of theory is wB97M-V/def2-TZVPD.

Output
energy relative to the best compared isomer or geometry (same formula, charge and spin): 0.108 eV
LUMO level: 0.63 eV
HOMO: -7.55 eV
SMILES: CCN(CC)CCNc1nc(-c2ccc(OC(F)F)cc2)c(C)s1
calculated total energy: -40790.60658 eV

```
! wB97M-V def2-TZVPD RIJCOSX def2/J DEFGRID3
* xyz 0 1
C -3.8745 -3.3015 -2.1340
H -3.0841 -3.5992 -2.8192
H -4.1487 -2.2706 -2.3425
H -4.7430 -3.9267 -2.3267
C -3.4297 -3.4927 -0.6759
N -2.2392 -2.7943 -0.2500
C -2.4071 -1.4665 0.2797
H -3.1171 -1.5291 1.1114
C -2.9148 -0.3470 -0.6616
N -2.0869 -0.1359 -1.8281
C -0.8313 0.3344 -1.6810
N -0.3612 0.9037 -0.6322
C 0.9246 1.3472 -0.8088
C 1.4735 1.0815 -2.0307
S 0.3075 0.2491 -3.0354
C 2.8446 1.3337 -2.5479
H 3.5525 1.3901 -1.7233
H 3.1440 0.5280 -3.2162
H 2.8870 2.2671 -3.1123
C 1.5721 2.0087 0.3210
C 2.4873 3.0473 0.1555
C 3.0744 3.6429 1.2526
C 2.7513 3.2128 2.5328
C 1.8272 2.1987 2.7194
C 1.2434 1.6090 1.6134
H 0.5163 0.8238 1.7470
H 1.5510 1.8574 3.7040
O 3.4181 3.8884 3.5684
C 3.1937 3.5754 4.8424
F 3.4855 2.2819 5.1429
F 1.8987 3.7362 5.2222
H 3.8175 4.2212 5.4807
H 3.7814 4.4490 1.1394
H 2.7192 3.4139 -0.8313
H -2.2397 -0.7520 -2.6120
H -3.9290 -0.5543 -1.0052
H -2.9180 0.5860 -0.0928
H -1.4488 -1.1426 0.6845
C -1.0456 -3.0937 -1.0151
C 0.2389 -2.8200 -0.2376
H 0.4397 -1.7551 -0.1532
H 0.1679 -3.2447 0.7601
H 1.0780 -3.2780 -0.7557
H -1.0906 -4.1645 -1.2380
H -0.9929 -2.5630 -1.9809
H -3.2507 -4.5640 -0.5195
H -4.2424 -3.1920 -0.0102
*
```

Here are the natural (NBO) charges for atoms 1 to 4, given in e: -0.63 0.20 0.19 0.22

=====

No. 3
This record from the OMol25 dataset describes a molecular structure, C37H44F4N4O12S2SiV. The level of theory is wB97M-V/def2-TZVPD.

Output
energy relative to the best compared isomer or geometry (same formula, charge and spin): 0.000 eV
LUMO level (spin up / spin down): 2.20 / 2.90 eV
HOMO (spin up / spin down): -2.14 / -2.15 eV
calculated total energy: -135726.12818 eV

```
! wB97M-V def2-TZVPD RIJCOSX def2/J DEFGRID3
* xyz -2 2
V -1.1598 -1.0930 -0.4432
O 0.4177 1.6264 -5.5979
C 0.1467 1.0567 -4.6044
C 0.1388 1.6718 -3.1897
O 0.4225 2.8028 -2.9250
C -0.2473 0.5458 -2.3522
C -0.4959 -0.6065 -3.0490
O -0.8843 -1.6221 -2.3499
C -0.2313 -0.4359 -4.4898
O -0.2529 -1.2314 -5.3722
O -0.4114 0.3787 -1.0356
C 3.4777 1.7185 -1.8863
C 3.0546 1.7074 -0.4215
C 4.2834 1.7821 0.4825
C 2.1190 2.8685 -0.1395
O 2.3084 0.5111 -0.1111
Si 2.6076 -1.0845 -0.2590
S 0.8695 -2.1629 0.2133
O 3.1271 -1.3524 -1.7830
C 3.8162 -2.4187 -2.4376
C 5.3041 -2.3277 -2.1191
C 3.2467 -3.7642 -1.9929
C 3.5802 -2.2113 -3.9232
O 3.8604 -1.5531 0.7142
C 4.0281 -1.9784 2.0695
C 3.7862 -3.4846 2.1393
C 5.4714 -1.6540 2.4260
C 3.0877 -1.2383 3.0201
H 3.9500 2.6758 -2.1225
H 2.6046 1.5954 -2.5335
H 4.1782 0.9075 -2.0974
H 4.8682 2.6755 0.2448
H 4.9127 0.8986 0.3468
H 3.9770 1.8370 1.5325
H 2.6569 3.8175 -0.2175
H 1.7152 2.7728 0.8702
H 1.2842 2.8809 -0.8452
H 5.4533 -2.3382 -1.0380
H 5.7185 -1.3962 -2.5185
H 5.8395 -3.1705 -2.5671
H 3.4561 -3.9355 -0.9303
H 3.6874 -4.5760 -2.5771
H 2.1609 -3.7740 -2.1295
H 3.9415 -1.2236 -4.2232
H 2.5106 -2.2696 -4.1461
H 4.1041 -2.9746 -4.5058
H 4.4974 -4.0059 1.4909
H 2.7709 -3.7107 1.8001
H 3.9097 -3.8471 3.1650
H 6.1512 -2.1452 1.7237
H 5.6991 -1.9989 3.4396
H 5.6384 -0.5738 2.3744
H 2.0480 -1.4866 2.8028
H 3.2135 -0.1564 2.9055
H 3.3122 -1.5151 4.0538
F -6.4894 3.3902 -2.2621
C -5.5458 3.6903 -1.3550
C -5.7695 4.7940 -0.5528
F -6.8992 5.4826 -0.7757
C -4.9210 5.1905 0.4844
C -3.7830 4.3842 0.5642
C -3.5552 3.3023 -0.2572
F -2.3979 2.6379 -0.0936
C -4.4377 2.8710 -1.2322
C -4.2286 1.6092 -2.0098
C -3.5109 0.5755 -1.4963
N -2.9458 -0.3500 -1.0183
C -4.8550 1.3179 -3.2619
N -5.3373 1.0320 -4.2745
F -2.8317 4.6577 1.4765
C -5.1977 6.3008 1.3816
C -6.3354 7.1518 1.2526
N -7.2393 7.8799 1.2079
C -4.3912 6.6158 2.5153
N -3.7904 6.9084 3.4656
C -1.4831 1.2761 3.6572
C -2.8147 1.8169 3.1192
C -3.0263 0.9699 1.8741
O -1.6981 0.6537 1.4069
C -0.7135 1.0582 2.3680
H -1.6452 0.3284 4.1807
H -0.9706 1.9689 4.3248
H -2.7058 2.8709 2.8510
H -3.6436 1.7150 3.8186
H -3.5634 1.4996 1.0906
H -3.5573 0.0462 2.0933
H -0.2575 1.9903 2.0359
H 0.0639 0.2944 2.4173
C -1.0229 -2.4664 3.2541
C -2.2254 -2.2097 2.3819
O -3.3578 -2.3536 2.8007
O -1.9503 -1.9321 1.1328
H -1.3484 -2.7107 4.2619
H -0.3737 -1.5902 3.2658
H -0.4419 -3.2903 2.8304
C -2.0188 -4.7660 0.4585
S -2.1187 -3.6008 -0.9025
C -3.8867 -3.3016 -0.8224
O -1.8840 -4.3865 -2.1377
H -2.3482 -5.7004 0.0068
H -2.6638 -4.4615 1.2848
H -0.9772 -4.8330 0.7792
H -4.1373 -2.8046 0.1164
H -4.3701 -4.2766 -0.9194
H -4.1284 -2.6607 -1.6694
*
```

Here are the Löwdin charges for atoms 1 to 4, given in e: 0.82 0.18 -0.23 -0.28

=====

No. 4
This record from the OMol25 dataset describes 3 unconnected molecules or ions with the total composition C2H4F4N2O2. The level of theory is wB97M-V/def2-TZVPD.

Output
energy relative to the best compared isomer or geometry (same formula, charge and spin): 3.568 eV
LUMO level: -0.10 eV
HOMO: -10.28 eV
calculated total energy: -20071.77762 eV

```
! wB97M-V def2-TZVPD RIJCOSX def2/J DEFGRID3
* xyz 0 1
C -1.7180 -1.3300 2.2252
C 0.7952 -0.2318 -0.9711
N 0.9522 -0.8823 -2.0257
N 1.3769 -0.0102 0.0885
O -1.1948 -1.0088 1.2025
O -0.7321 2.6913 -0.8115
F 0.0993 -1.3589 -2.8773
F 2.0351 -2.0128 -2.0299
F 1.2509 1.0832 0.8707
F 2.6964 -0.5786 0.5231
H -2.7391 -1.1937 2.2165
H -1.3634 -1.8305 3.0708
H 0.0077 3.3808 -0.4747
H -1.4664 3.2823 -1.0072
*
```

Here are the natural (NBO) charges for atoms 1 to 4, given in e: 0.29 0.26 0.28 0.30

=====

Among the records above, which one has the highest calculated total energy?
C2H9N2